1.
# C41H40N5O5RuS

A molecular structure, C41H40N5O5RuS at a distorted geometry (the ωB97M-V functional and the def2-TZVPD basis, the Open Molecules 2025 dataset).

Results
* strongest force on any atom: 3.7 eV/Å
* energy relative to the best compared isomer or geometry (same formula, charge and spin): 230.4 kJ/mol
* multiplicity: 2
* orbital gap (spin up / spin down): 0.21938 / 0.23692 Ha
* ⟨S²⟩: 1.21
* calculated total energy: -74271.9323 eV
* lowest unoccupied orbital energy (spin up / spin down): -1.949 / -1.484 eV

Last column: Löwdin charge in e.
Positions of all 93 atoms, in Å:
Ru  0.3660  -0.6606  -0.4735  1.387
C  -4.4755  -1.9509  0.1411  -0.043
C  -3.4523  -3.0466  0.0744  -0.210
C  -3.8823  -4.3585  -0.0854  -0.051
C  -2.9893  -5.4033  -0.2361  -0.086
C  -1.6378  -5.1166  -0.3267  -0.061
C  -1.1714  -3.8198  -0.1850  -0.247
C  0.2829  -3.5429  -0.3793  -0.055
C  -2.0642  -2.7806  0.1239  -0.273
N  -1.5682  -1.4923  0.3870  -0.004
C  -2.0823  -0.7609  1.3931  -0.521
O  -2.7647  -1.1608  2.3296  0.053
C  -1.6742  0.6779  1.3640  -0.186
C  -2.2036  1.6018  2.2485  0.030
C  -1.7064  2.8974  2.2276  -0.012
C  -0.6837  3.2206  1.3487  0.035
C  -0.2111  2.2358  0.4991  -0.154
N  -0.7308  1.0207  0.5019  0.082
C  0.9615  2.4326  -0.4089  -0.491
O  1.4722  3.5333  -0.5465  0.069
N  1.3196  1.2949  -1.0160  0.029
C  2.5184  1.1641  -1.7357  -0.207
C  2.5081  0.8320  -3.1124  -0.209
C  1.2026  0.6416  -3.8224  -0.059
C  3.7082  0.7069  -3.7906  -0.060
C  4.9154  0.9327  -3.1468  -0.080
C  4.9244  1.2480  -1.8018  -0.042
C  3.7463  1.3472  -1.0756  -0.189
C  3.7756  1.6365  0.3937  -0.025
H  -5.4164  -2.2838  -0.2951  0.080
H  -4.1229  -1.0714  -0.4038  0.072
H  -4.6557  -1.6532  1.1738  0.076
H  -4.9472  -4.5589  -0.1067  0.109
H  -3.3412  -6.4229  -0.3242  0.099
H  -0.9216  -5.9111  -0.5055  0.109
H  0.7974  -4.4085  -0.7924  0.100
H  0.7694  -3.2868  0.5595  0.060
H  0.4166  -2.7062  -1.0903  0.011
H  -2.9677  1.2803  2.9413  0.126
H  -2.0938  3.6421  2.9100  0.116
H  -0.2295  4.2006  1.3174  0.127
H  0.6561  1.5843  -3.8925  0.093
H  0.5767  -0.0448  -3.2601  -0.004
H  1.3510  0.2361  -4.8231  0.065
H  3.7015  0.4279  -4.8383  0.103
H  5.8463  0.8595  -3.6941  0.100
H  5.8642  1.4188  -1.2907  0.111
H  4.7841  1.5238  0.7883  0.085
H  3.1089  0.9568  0.9292  0.058
H  3.4303  2.6549  0.5836  0.086
O  0.8757  -0.5238  2.0914  -0.039
C  1.9308  -1.3669  2.5607  -0.311
C  2.8913  -1.5420  1.3218  -0.580
O  4.0411  -1.8735  1.5360  0.086
O  2.3477  -1.3668  0.1741  -0.109
C  1.4450  -2.7577  2.9518  -0.169
C  2.3845  -3.7320  3.2881  -0.009
C  1.9715  -5.0074  3.6341  -0.067
C  0.6209  -5.3322  3.6507  -0.084
C  -0.3168  -4.3616  3.3416  -0.064
C  0.0923  -3.0780  3.0051  -0.037
C  2.5816  -0.6680  3.7508  -0.126
C  3.7024  0.1433  3.6378  -0.011
C  4.1652  0.8481  4.7410  -0.067
C  3.5187  0.7505  5.9632  -0.092
C  2.3910  -0.0485  6.0799  -0.078
C  1.9244  -0.7492  4.9799  -0.023
H  0.2239  -0.4521  2.8027  0.104
H  3.4358  -3.4787  3.2627  0.123
H  2.7126  -5.7520  3.8966  0.103
H  0.3036  -6.3357  3.9047  0.100
H  -1.3749  -4.5915  3.3599  0.112
H  -0.6675  -2.3441  2.7723  0.091
H  4.2231  0.2142  2.6933  0.092
H  5.0394  1.4791  4.6423  0.104
H  3.8858  1.2993  6.8211  0.100
H  1.8724  -0.1340  7.0266  0.102
H  1.0417  -1.3716  5.0723  0.119
S  -1.7854  -1.3796  -2.5945  0.705
C  -1.3934  -1.8753  -4.1631  -0.823
N  -0.8461  -3.0740  -4.3907  0.030
C  -0.4671  -3.5709  -5.7067  -0.163
C  -0.1842  -2.3915  -6.6235  -0.160
C  -1.3699  -1.4391  -6.5915  -0.164
N  -1.6398  -1.0769  -5.2090  0.020
H  -0.7573  -3.6813  -3.5933  0.127
H  -1.2660  -4.1945  -6.1201  0.124
H  0.4228  -4.1911  -5.6022  0.125
H  0.0021  -2.7407  -7.6376  0.119
H  0.7052  -1.8688  -6.2655  0.115
H  -2.2482  -1.9102  -7.0443  0.124
H  -1.1476  -0.5349  -7.1568  0.124
H  -2.0564  -0.1887  -4.9900  0.125

=====

2.
# C7H8O

A single C7H8O molecule at a distorted geometry (the ωB97M-V functional and the def2-TZVPD basis, the Open Molecules 2025 dataset).

Results
* strongest force on any atom: 11.6 eV/Å
* energy relative to the best compared isomer or geometry (same formula, charge and spin): 321.8 kJ/mol
* orbital gap: 0.36295 Ha
* calculated total energy: -9432.9074 eV
* SMILES: COc1ccccc1
* lowest unoccupied orbital energy: 0.927 eV

Last column: Löwdin charge in e.
Positions of all 16 atoms, in Å:
C  -2.6092  0.2115  0.1466  -0.084
O  -1.6801  -0.8402  -0.2300  -0.093
C  -0.3192  -0.4224  -0.1019  -0.309
C  0.1059  0.8840  -0.1291  -0.069
C  1.4192  1.1893  -0.0356  -0.099
C  2.3356  0.1282  -0.0009  -0.134
C  1.9014  -1.1194  0.0389  -0.131
C  0.5578  -1.3991  0.0544  -0.056
H  -2.7691  0.8829  -0.4311  -0.052
H  -3.6975  -0.2962  0.0129  0.148
H  -2.4883  0.7735  1.1193  0.120
H  -0.5257  1.8712  -0.3217  0.159
H  1.6942  2.3295  -0.0595  0.144
H  3.3982  0.3544  -0.0030  0.105
H  2.6612  -2.0445  0.0775  0.157
H  0.0154  -2.5025  -0.1367  0.194

=====

3.
# C4H5N

2 unconnected molecules or ions with the total composition C4H5N at a distorted geometry (the ωB97M-V functional and the def2-TZVPD basis, the Open Molecules 2025 dataset).

Results
* strongest force on any atom: 4.1 eV/Å
* energy relative to the best compared isomer or geometry (same formula, charge and spin): 338.8 kJ/mol
* multiplicity: 3
* orbital gap (spin up / spin down): 0.35193 / 0.25999 Ha
* ⟨S²⟩: 2.01
* calculated total energy: -5711.2801 eV
* lowest unoccupied orbital energy (spin up / spin down): 1.210 / -4.178 eV

Last column: Löwdin charge in e.
Positions of all 10 atoms, in Å:
C  2.8610  0.3985  -0.0941  -0.008
C  -1.2005  -0.6851  -0.1299  -0.209
C  -0.7700  0.7449  -0.2872  -0.138
C  -0.1039  -0.2005  0.6200  -0.094
N  3.9385  0.0158  -0.1968  0.020
H  -2.0902  -0.8635  0.4531  0.088
H  -1.2371  -1.4761  -1.0032  0.142
H  -0.2841  0.9937  -1.1917  0.087
H  -1.3418  1.3648  0.2437  0.053
H  0.2280  -0.2925  1.5860  0.059

=====

4.
# C4H10O2

2 unconnected molecules or ions with the total composition C4H10O2 at a distorted geometry (the ωB97M-V functional and the def2-TZVPD basis, the Open Molecules 2025 dataset).

Results
* strongest force on any atom: 3.0 eV/Å
* energy relative to the best compared isomer or geometry (same formula, charge and spin): 531.4 kJ/mol
* orbital gap: 0.36403 Ha
* calculated total energy: -8400.0397 eV
* SMILES: C/C=C\C.OO
* lowest unoccupied orbital energy: 0.863 eV

Last column: Löwdin charge in e.
Positions of all 16 atoms, in Å:
C  -1.2142  -1.3347  0.7341  -0.098
C  -0.5004  -0.8293  -0.4977  -0.246
C  -0.3370  0.5085  -0.8029  -0.132
C  -0.6443  1.6585  0.0931  -0.080
H  -2.2971  -1.3487  0.5913  0.078
H  -0.8754  -2.3465  0.9598  0.073
H  -0.9975  -0.7307  1.6143  0.068
H  -0.5274  -1.5060  -1.3480  0.114
H  -0.0454  0.7626  -1.8141  0.118
H  -0.6334  1.3763  1.1439  0.073
H  0.0916  2.4504  -0.0455  0.081
H  -1.6388  2.0497  -0.1460  0.090
O  1.8216  -0.0290  -0.0174  -0.239
O  3.1641  -0.0964  -0.5425  -0.096
H  0.9666  -0.8263  -0.1343  0.124
H  3.6668  0.2415  0.2121  0.074

=====

5.
# CH2BrPSi

A single CH2BrPSi molecule at a distorted geometry (the ωB97M-V functional and the def2-TZVPD basis, the Open Molecules 2025 dataset).

Results
* strongest force on any atom: 1.6 eV/Å
* energy relative to the best compared isomer or geometry (same formula, charge and spin): 246.9 kJ/mol
* orbital gap (spin up / spin down): 0.22800 / 0.24968 Ha
* calculated total energy: -88273.1812 eV
* SMILES: [SiH2]=P#CBr
* lowest unoccupied orbital energy (spin up / spin down): -1.539 / -1.619 eV

Last column: Löwdin charge in e.
Positions of all 6 atoms, in Å:
Si  -1.1935  0.0028  -0.1676  0.430
P  0.4824  -1.3620  -0.1529  0.412
C  1.8685  -0.5262  0.2708  -1.114
Br  2.2158  1.2047  -0.0169  0.582
H  -2.4351  -0.7305  0.1309  -0.146
H  -0.9381  1.4112  -0.0643  -0.164

=====

6.
# C8H8N4O4

2 unconnected molecules or ions with the total composition C8H8N4O4 at a distorted geometry (the ωB97M-V functional and the def2-TZVPD basis, the Open Molecules 2025 dataset).

Results
* strongest force on any atom: 2.8 eV/Å
* energy relative to the best compared isomer or geometry (same formula, charge and spin): 70.4 kJ/mol
* orbital gap: 0.35300 Ha
* calculated total energy: -22578.2006 eV
* SMILES: O=c1cc[nH]c(=O)[nH]1.O=c1cc[nH]c(=O)[nH]1
* lowest unoccupied orbital energy: 0.324 eV

Last column: Löwdin charge in e.
Positions of all 24 atoms, in Å:
O  -0.3128  -2.5887  -0.6174  0.054
C  -0.9503  -1.5747  -0.3702  -0.424
C  -1.5218  -0.6882  -1.4065  0.006
C  -2.0697  0.4961  -1.0203  -0.082
N  -2.2733  0.8434  0.2979  0.137
C  -1.5882  0.1509  1.3228  -0.515
O  -1.5050  0.5357  2.4747  0.082
N  -1.1000  -1.0679  0.9578  0.208
H  -1.5051  -0.9433  -2.4795  0.124
H  -2.6321  1.1028  -1.7427  0.136
H  -2.4226  1.7949  0.5840  0.153
H  -0.6835  -1.6272  1.6524  0.136
O  0.4931  2.6740  -0.2695  0.052
C  1.0632  1.6034  -0.1674  -0.484
C  1.6162  0.8866  -1.2901  0.012
C  2.0349  -0.4029  -1.0661  -0.067
N  2.0010  -0.9228  0.1689  0.114
C  1.6007  -0.3080  1.3346  -0.513
O  1.5475  -0.9598  2.3568  0.085
N  1.2254  1.0190  1.1086  0.213
H  1.6758  1.4289  -2.2503  0.128
H  2.4980  -1.0065  -1.7934  0.121
H  2.1433  -1.9090  0.3708  0.168
H  0.6654  1.4633  1.8440  0.157

=====

7.
# C23H29Cl5F2N6ORu

A molecular structure, C23H29Cl5F2N6ORu at a distorted geometry (the ωB97M-V functional and the def2-TZVPD basis, the Open Molecules 2025 dataset).

Results
* strongest force on any atom: 1.9 eV/Å
* energy relative to the best compared isomer or geometry (same formula, charge and spin): 55.6 kJ/mol
* multiplicity: 6
* orbital gap (spin up / spin down): 0.31877 / 0.21224 Ha
* ⟨S²⟩: 8.76
* calculated total energy: -105930.2866 eV
* lowest unoccupied orbital energy (spin up / spin down): -1.917 / -4.852 eV
* charge: +1

Last column: Löwdin charge in e.
Positions of all 67 atoms, in Å:
Ru  -0.0061  -0.2675  -0.4229  1.463
C  -4.1667  1.0003  -1.1991  -0.033
N  -3.1553  1.0585  -0.1459  -0.136
C  -2.8678  -0.2096  0.4714  -0.064
C  -2.2103  2.0300  -0.1276  -0.381
N  -0.9943  1.7321  0.3129  0.056
C  -0.0633  2.6792  0.7474  -0.232
C  -0.3990  3.9203  1.3036  -0.038
C  0.5634  4.8749  1.5649  -0.072
C  1.8927  4.6161  1.2541  -0.074
C  2.2581  3.3528  0.8369  -0.035
C  1.3048  2.3399  0.6880  -0.248
N  1.6546  1.0105  0.4485  0.014
C  2.7336  0.3999  0.9214  -0.402
N  3.2624  -0.6481  0.2254  -0.149
C  2.9924  -0.8074  -1.1901  -0.055
C  3.6461  -1.8806  0.9118  -0.032
N  3.3622  0.7037  2.0797  -0.131
C  4.8027  0.5495  2.2228  -0.031
C  2.7126  1.3639  3.1983  -0.029
N  -2.5936  3.2498  -0.5801  -0.154
C  -1.7285  4.1062  -1.3710  -0.027
C  -3.9092  3.7952  -0.2843  -0.039
H  -4.0327  0.0830  -1.7754  0.100
H  -4.0589  1.8301  -1.8884  0.085
H  -5.1685  1.0035  -0.7686  0.103
H  -3.7749  -0.8065  0.5208  0.113
H  -2.4704  -0.0754  1.4748  0.078
H  -2.1338  -0.7678  -0.1510  0.042
H  -1.4385  4.1298  1.5160  0.119
H  0.2769  5.8303  1.9832  0.112
H  2.6419  5.3880  1.3671  0.111
H  3.2965  3.1224  0.6314  0.123
H  3.0046  0.1567  -1.6929  0.093
H  2.0291  -1.3117  -1.3985  0.056
H  3.7662  -1.4449  -1.6140  0.105
H  3.5354  -1.7681  1.9862  0.091
H  4.6764  -2.1493  0.6736  0.100
H  2.9948  -2.6941  0.5814  0.098
H  5.2476  0.2043  1.2949  0.094
H  5.0495  -0.1505  3.0230  0.100
H  5.2415  1.5188  2.4726  0.101
H  1.6323  1.3115  3.0990  0.077
H  3.0057  2.4114  3.2768  0.095
H  3.0055  0.8554  4.1183  0.103
H  -0.8103  3.5861  -1.6296  0.090
H  -1.4813  5.0287  -0.8432  0.092
H  -2.2519  4.3667  -2.2939  0.104
H  -4.4099  3.1921  0.4685  0.100
H  -4.5425  3.8598  -1.1721  0.094
H  -3.7857  4.8065  0.1112  0.099
Cl  -2.0304  -5.6948  4.2792  0.706
C  -1.5004  -4.7388  2.9599  -0.714
C  -0.9917  -3.4615  3.1804  -0.708
Cl  -0.8968  -2.8283  4.7731  0.709
C  -0.5514  -2.7092  2.1034  -0.592
Cl  0.0737  -1.1162  2.3261  0.752
C  -0.5841  -3.1703  0.7692  -0.503
O  -0.1294  -2.4699  -0.2228  -0.270
C  -1.1349  -4.4590  0.5806  -0.619
Cl  -1.2353  -5.0445  -1.0276  0.738
C  -1.5648  -5.2318  1.6508  -0.697
Cl  -2.1685  -6.8125  1.3763  0.718
F  -1.5088  1.1130  -2.6472  -0.041
C  -0.3485  0.3845  -2.5407  -0.341
F  0.6819  1.3240  -2.5130  -0.079
H  -0.2383  -0.1825  -3.4663  0.099

=====

> Which formula does entry 5 have?

CH2BrPSi